# 1
{
  "formula": "C32H47N3O7SSi2TeY",
  "method": "ωB97M-V/def2-TZVPD",
  "elements": ["Y", "O", "C", "O", "C", "O", "C", "C", "O", "O", "H", "H", "H", "H", "H", "C", "C", "C", "C", "C", "C", "C", "S", "C", "O", "H", "H", "H", "H", "H", "H", "H", "H", "H", "H", "C", "C", "C", "C", "C", "C", "Te", "C", "C", "C", "H", "H", "H", "H", "H", "H", "H", "H", "H", "H", "H", "N", "C", "O", "C", "C", "N", "C", "N", "H", "H", "C", "Si", "C", "C", "C", "Si", "C", "C", "C", "H", "H", "H", "H", "H", "H", "H", "H", "H", "H", "H", "H", "H", "H", "H", "H", "H", "H", "H"],
  "coordinates": [[14.097424, -13.495064, 7.172905], [10.592076, -13.811042, 5.092236], [10.731445, -13.571611, 6.410757], [11.577699, -14.167354, 7.052492], [9.898081, -12.474874, 7.017247], [10.666950, -11.872841, 8.021592], [11.107193, -10.565643, 7.727722], [12.538256, -10.571510, 7.099117], [13.100653, -9.494122, 7.245606], [12.971487, -11.676154, 6.577252], [11.274642, -14.502396, 4.961331], [9.031783, -12.893951, 7.508736], [9.587826, -11.773506, 6.263119], [11.091174, -10.049731, 8.656267], [10.429502, -10.017953, 7.083191], [12.566735, -11.032368, 14.555311], [13.355990, -10.912063, 13.287006], [12.754363, -10.784801, 12.015951], [13.547148, -10.709111, 10.860551], [14.946618, -10.791814, 10.923408], [15.552445, -10.979624, 12.164678], [14.746075, -10.971212, 13.287850], [15.837865, -10.935956, 9.336058], [15.733481, -9.225484, 8.798552], [14.817308, -11.740487, 8.498889], [11.820792, -10.270314, 14.674655], [13.209669, -10.935942, 15.481728], [11.991967, -11.933421, 14.731118], [11.659358, -10.785615, 11.900858], [13.124410, -10.724049, 9.850160], [16.614043, -11.137159, 12.236824], [15.211108, -11.000059, 14.276584], [14.950186, -8.657281, 9.239846], [15.749110, -9.360560, 7.737660], [16.721952, -8.769472, 9.045816], [15.860435, -12.680133, -0.624207], [15.329980, -13.344989, 0.639162], [14.531510, -12.642361, 1.521058], [13.979604, -13.192962, 2.670758], [13.045741, -12.217358, 3.419540], [14.218960, -14.555745, 2.969494], [13.448612, -15.587974, 4.724055], [15.139754, -15.262315, 2.128509], [15.649563, -16.634400, 2.482430], [15.661347, -14.648494, 1.003876], [15.942159, -11.549563, -0.420683], [15.161593, -12.926380, -1.433454], [16.868513, -13.081632, -0.906611], [14.325678, -11.610889, 1.303103], [13.331792, -11.196855, 3.212263], [12.957832, -12.359963, 4.511407], [12.007838, -12.342531, 3.019437], [14.805496, -17.293054, 2.748827], [16.329699, -16.629316, 3.306031], [16.236894, -17.038545, 1.652596], [16.319197, -15.245681, 0.322078], [16.970903, -13.981209, 4.597996], [17.177118, -13.182179, 5.658938], [16.224124, -12.946520, 6.447593], [18.513195, -12.637395, 5.813654], [19.603955, -12.934992, 4.901025], [20.418600, -13.231911, 4.148629], [18.692886, -11.723165, 6.840594], [18.630663, -11.091292, 7.790886], [15.994196, -14.158681, 4.369268], [17.655415, -13.959697, 3.839258], [16.732819, -16.636578, 7.178007], [16.501952, -15.949449, 8.894299], [16.533868, -17.485382, 9.911805], [17.889941, -14.758827, 9.269199], [14.896349, -15.015331, 9.142642], [13.401967, -15.872862, 9.771630], [12.711009, -17.096068, 8.526241], [13.646703, -16.745678, 11.415750], [12.228435, -14.452972, 10.301236], [17.545230, -17.351803, 7.202011], [17.064151, -15.815204, 6.551723], [15.816637, -17.152365, 6.756177], [17.447476, -18.077533, 9.775611], [15.684153, -18.141595, 9.608654], [16.473273, -17.240777, 10.999874], [18.901639, -15.004789, 8.956343], [17.876388, -14.610451, 10.356804], [17.612953, -13.793609, 8.879569], [15.145941, -14.209342, 9.840478], [13.598642, -17.637102, 8.113588], [12.112925, -16.675392, 7.721804], [12.045426, -17.829912, 9.022841], [14.321752, -17.640860, 11.437937], [12.678629, -17.026646, 11.869471], [14.131897, -16.051062, 12.121796], [11.149695, -14.718136, 10.383916], [12.206366, -13.641576, 9.553177], [12.584157, -14.143444, 11.275349]],
  "forces_ev_per_angstrom": [[1.04, 0.02, 0.40], [-0.95, 0.69, 1.96], [0.70, -0.28, -1.44], [0.01, 0.06, 0.58], [0.57, -0.27, 0.46], [-0.71, 0.26, 0.12], [0.81, -1.19, -0.77], [-0.49, 0.43, 0.94], [0.51, -0.40, -0.70], [-0.58, 0.85, 0.26], [0.64, -0.55, -0.86], [-0.46, -0.37, -0.11], [-0.19, 0.27, -0.45], [0.47, 0.58, 0.79], [-0.25, 0.00, -0.42], [0.73, 0.31, 1.69], [-0.07, -0.10, -1.33], [0.10, -0.06, -0.26], [0.09, -0.31, 0.00], [-0.56, -0.43, 0.19], [-0.40, 0.40, -0.93], [0.15, 0.00, 1.46], [-1.24, -1.11, 0.44], [2.05, -0.38, 0.30], [0.78, 0.92, 0.89], [-0.34, 0.75, -0.25], [-0.39, -0.09, -1.12], [0.17, -0.61, -0.56], [0.57, 0.02, 0.13], [-0.16, 0.24, 0.51], [0.26, 0.08, 0.11], [0.09, -0.25, -0.30], [-0.87, 0.16, -0.10], [-0.54, 0.38, -0.77], [-0.62, -0.43, 0.06], [0.50, 0.55, 0.72], [0.53, -0.02, 0.20], [0.27, -0.16, -0.30], [-0.84, 0.02, 0.43], [-0.68, -1.39, -0.01], [0.67, 0.10, -0.10], [0.35, 0.69, -0.37], [-0.33, 0.36, 0.85], [-0.78, -0.32, -0.76], [0.38, -0.39, -1.28], [-0.18, -1.70, -0.70], [0.22, 0.48, -0.06], [-0.84, 0.41, 0.28], [-0.12, 0.40, -0.06], [0.21, 0.26, 0.06], [0.28, 0.02, -0.71], [0.67, 0.02, 0.28], [0.49, 0.07, -0.19], [0.30, 0.22, 0.91], [-0.32, -0.11, -0.08], [-0.49, 0.58, 0.73], [-0.02, -0.12, -0.72], [1.56, 0.23, -0.65], [-0.66, -0.18, 0.34], [0.04, -0.63, -1.19], [-2.07, 0.27, 1.37], [0.69, -0.16, -0.60], [-0.31, -0.93, -0.29], [0.23, 1.49, 1.38], [0.43, -0.12, -0.12], [-0.52, -0.12, 0.41], [-0.86, -0.29, -0.40], [-1.06, 0.51, -0.64], [0.08, -0.84, 1.26], [-0.13, -0.16, 0.81], [0.02, -0.04, -1.03], [0.21, 0.89, 0.22], [0.13, -0.78, 0.27], [0.46, -0.94, 0.87], [-1.02, -0.63, -0.98], [0.27, -0.32, -0.04], [-0.20, 0.03, -0.56], [1.00, 0.73, 0.33], [-0.03, 0.11, -0.08], [0.46, 0.44, 0.37], [-0.15, -0.36, -0.69], [0.02, -0.11, -0.07], [0.23, -0.08, 0.03], [0.01, 0.48, -0.49], [-0.11, 0.23, 0.19], [-0.76, 0.25, 0.09], [0.21, 0.22, -0.22], [0.41, 0.18, -0.14], [-0.78, 0.62, -0.27], [0.27, 0.01, -0.15], [-0.20, 0.04, -0.22], [0.60, -0.11, 0.15], [0.26, 0.02, 0.51], [0.07, 0.49, 0.17]],
  "total_charge": -1,
  "energy_ev": -87683.5294,
  "molar_mass_g_mol": 890.49,
  "e_above_lowest_kj_mol": 0.0,
  "homo_lumo_gap_ha": 0.2659
}

---

# 2
{
  "formula": "C32H47N4O4S2SbSi3Zn",
  "method": "ωB97M-V/def2-TZVPD",
  "elements": ["Zn", "C", "Sb", "C", "C", "C", "C", "C", "C", "N", "Si", "C", "C", "C", "C", "C", "C", "C", "C", "C", "N", "Si", "C", "C", "C", "Si", "C", "C", "C", "H", "H", "H", "H", "H", "H", "H", "H", "H", "H", "H", "H", "H", "H", "H", "H", "H", "H", "H", "H", "H", "H", "H", "H", "H", "H", "H", "H", "H", "H", "H", "H", "H", "H", "H", "H", "H", "H", "C", "C", "C", "C", "C", "C", "C", "S", "O", "O", "N", "C", "C", "O", "O", "H", "H", "H", "H", "H", "H", "H", "H", "H", "S", "C", "N"],
  "coordinates": [[1.108998, 1.123855, -0.412480], [-1.077484, 1.312767, 4.147159], [-0.904955, 1.592211, 1.990705], [1.214073, 1.394854, 1.658742], [1.714657, 2.764381, 1.935709], [2.849645, 3.286682, 1.277612], [3.279579, 4.561270, 1.550873], [2.575206, 5.339216, 2.471377], [1.468285, 4.770879, 3.063090], [1.052502, 3.525201, 2.825991], [2.321148, 0.145882, 2.463366], [2.114432, -1.607404, 1.820002], [2.174881, 0.147113, 4.357772], [4.153781, 0.549019, 2.232824], [-2.086528, -0.219843, 1.208239], [-1.476556, -1.033806, 0.045542], [-2.313055, -1.988452, -0.488576], [-2.068617, -2.977491, -1.503314], [-0.907799, -3.329083, -2.051177], [0.400406, -1.397164, -1.417022], [-0.194060, -0.765919, -0.317946], [-3.549239, 0.757119, 0.467398], [-2.953968, 1.720301, -1.019416], [-4.355869, 1.963643, 1.688544], [-5.056844, -0.258294, -0.082176], [-2.568231, -1.416250, 2.581384], [-3.553133, -2.977836, 2.143993], [-3.749702, -0.644265, 3.846443], [-1.054583, -2.141617, 3.430352], [-0.207571, 1.844817, 4.528271], [-1.075468, 0.290960, 4.518044], [-1.977825, 1.823986, 4.491045], [3.353396, 2.679458, 0.537420], [4.142588, 4.963718, 1.032896], [2.866650, 6.355584, 2.703143], [0.872819, 5.338327, 3.774189], [1.075978, -1.851631, 1.605221], [2.516653, -2.334245, 2.532578], [2.671689, -1.702101, 0.883465], [1.219816, -0.212096, 4.739127], [2.312312, 1.168161, 4.727034], [2.967746, -0.475838, 4.785399], [4.440763, 0.589450, 1.181846], [4.731596, -0.251167, 2.708631], [4.433225, 1.492557, 2.707038], [-3.302530, -2.034050, -0.069650], [-2.937114, -3.509438, -1.880831], [-0.810330, -4.070576, -2.834140], [1.480653, -1.226012, -1.385290], [-2.160530, 2.424388, -0.754224], [-3.780936, 2.291195, -1.453457], [-2.570252, 1.041064, -1.783816], [-3.686009, 2.754852, 2.022658], [-4.761579, 1.456540, 2.566612], [-5.193784, 2.435764, 1.164296], [-4.870554, -0.811906, -1.002459], [-5.876406, 0.443308, -0.268501], [-5.395044, -0.960798, 0.683666], [-4.502259, -2.774080, 1.644713], [-3.777818, -3.477123, 3.094503], [-2.979034, -3.662796, 1.520695], [-4.757716, -0.612851, 3.421889], [-3.493346, 0.354954, 4.186008], [-3.786600, -1.302759, 4.720497], [-0.671382, -2.972552, 2.832541], [-1.314317, -2.530481, 4.420069], [-0.243859, -1.426521, 3.543018], [3.574095, -3.174580, -7.001314], [2.665311, -2.461936, -6.034996], [3.186700, -1.547118, -5.123793], [2.363586, -0.910487, -4.209701], [1.005926, -1.194676, -4.204297], [0.461999, -2.095943, -5.106078], [1.297315, -2.721700, -6.019913], [-0.024662, -0.434619, -2.964055], [0.307078, -2.784004, -1.697403], [-1.384787, -0.550282, -3.463006], [0.544728, 0.909902, -2.533879], [0.207341, 2.163819, -3.182727], [0.220584, 3.315687, -2.155476], [-0.040725, 4.437311, -2.588586], [0.492282, 3.005194, -0.948333], [4.327004, -2.497167, -7.406378], [3.011867, -3.600959, -7.833030], [4.104026, -3.990185, -6.503373], [4.247734, -1.325381, -5.112571], [2.767989, -0.196298, -3.504591], [-0.602493, -2.288637, -5.082695], [0.881001, -3.425789, -6.732688], [-0.790257, 2.142049, -3.628705], [0.923108, 2.420884, -3.970007], [5.561790, 0.143033, -2.236656], [4.107780, 0.375241, -1.514819], [3.073057, 0.539607, -1.000107]],
  "forces_ev_per_angstrom": [[-0.15, -0.05, 0.08], [0.02, 0.00, 0.01], [-0.08, 0.02, 0.06], [0.03, 0.00, 0.00], [-0.01, 0.02, 0.00], [0.01, -0.01, 0.00], [0.00, 0.00, 0.00], [0.00, 0.00, 0.00], [0.00, 0.00, 0.00], [0.01, -0.01, 0.01], [0.02, 0.00, -0.01], [-0.04, 0.03, -0.01], [-0.02, -0.02, -0.02], [0.00, -0.02, 0.01], [0.01, -0.01, -0.05], [-0.02, -0.02, 0.02], [0.01, 0.00, 0.01], [0.01, 0.00, -0.02], [-0.01, -0.01, 0.01], [0.01, -0.03, 0.03], [0.08, 0.03, -0.02], [-0.02, -0.03, 0.01], [0.00, 0.02, 0.01], [0.00, -0.01, 0.02], [0.02, 0.01, -0.02], [-0.01, 0.02, -0.02], [0.00, -0.03, 0.06], [0.02, -0.03, 0.03], [0.03, -0.01, 0.00], [0.00, 0.00, 0.02], [-0.01, 0.00, 0.01], [0.00, 0.00, -0.01], [0.00, 0.00, 0.00], [0.00, 0.00, 0.00], [0.00, 0.00, 0.00], [0.00, 0.00, 0.00], [0.00, -0.02, -0.01], [0.01, 0.01, 0.00], [-0.01, 0.00, -0.01], [-0.05, -0.02, 0.00], [0.00, 0.00, 0.00], [0.00, 0.00, 0.00], [0.01, 0.01, 0.02], [0.01, 0.00, 0.00], [0.00, 0.00, 0.00], [0.00, 0.03, -0.04], [0.00, 0.00, 0.00], [0.00, 0.00, 0.00], [-0.01, 0.00, 0.00], [-0.02, -0.02, -0.03], [0.00, -0.01, -0.01], [0.01, -0.03, -0.03], [0.03, 0.01, 0.02], [0.01, 0.04, -0.05], [0.02, 0.01, 0.00], [0.02, -0.01, 0.01], [0.00, 0.01, 0.00], [0.00, 0.00, 0.01], [-0.01, 0.00, 0.00], [-0.01, 0.00, 0.00], [0.00, 0.00, 0.01], [0.02, -0.02, 0.00], [0.02, 0.02, 0.00], [0.00, 0.01, 0.01], [-0.01, 0.00, -0.01], [-0.01, -0.01, -0.01], [0.05, 0.03, 0.02], [0.00, 0.00, 0.00], [0.00, 0.00, 0.00], [0.00, 0.00, 0.00], [0.00, -0.01, 0.00], [0.00, 0.00, -0.01], [0.00, 0.00, 0.00], [0.00, 0.00, 0.00], [0.05, 0.04, -0.01], [-0.01, 0.02, -0.01], [-0.02, 0.00, 0.00], [-0.10, 0.00, 0.01], [0.04, -0.01, 0.00], [-0.01, 0.00, 0.00], [0.00, -0.01, 0.00], [0.09, 0.01, -0.05], [0.00, 0.00, 0.00], [0.00, 0.00, 0.00], [0.00, 0.00, 0.00], [0.00, 0.00, 0.00], [0.00, 0.00, -0.01], [0.00, 0.00, 0.00], [0.00, 0.00, 0.00], [0.00, 0.00, 0.00], [-0.01, 0.00, -0.01], [-0.02, -0.03, -0.02], [0.05, 0.04, 0.07], [-0.03, 0.03, -0.08]],
  "total_charge": -2,
  "energy_ev": -148360.4401,
  "molar_mass_g_mol": 887.29,
  "homo_lumo_gap_ha": 0.2129
}

---

Values for LUMO level, Ha, ordered as above
0.080 0.148